Record 1
61
Properties=species:S:1:pos:R:3:forces:R:3:nbo_charge:R:1 method="wB97M-V/def2-TZVPD" homo_energy_ev=-12.435 e_tot_ev=-79503.307 e_lumo_ev=-10.8 charge=+2 multiplicity=1 homo_lumo_gap_ev=1.643
C 1.404 -1.111 4.056 0.085 0.892 0.082 -0.665
C 2.203 -0.012 3.290 0.856 -1.594 0.357 -0.416
C 3.229 -0.698 2.268 -1.371 1.300 0.151 -0.057
O 2.609 -1.358 1.269 0.282 -0.342 0.098 -0.454
C 1.850 -0.473 0.439 0.558 -0.503 0.557 0.261
C 2.520 0.330 -0.398 -0.067 0.806 -0.632 -0.245
C 1.791 1.206 -1.251 0.674 0.481 -0.197 0.045
C 2.637 2.101 -2.160 -0.104 -0.727 0.322 -0.435
C 2.869 1.444 -3.542 0.597 0.297 0.198 -0.398
C 3.345 -0.029 -3.475 -0.533 0.959 -0.559 -0.671
S 2.031 -1.260 -3.604 0.484 -2.767 0.457 2.345
O 1.767 -1.848 -2.322 -0.457 1.417 0.875 -0.960
O 2.424 -2.272 -4.532 0.188 0.715 -1.220 -0.930
O 0.719 -0.539 -4.156 0.802 0.111 0.157 -0.879
C 0.416 1.197 -1.217 0.150 0.532 0.122 -0.394
P -0.655 2.265 -2.274 -2.446 -0.584 -0.992 1.823
O -1.320 3.367 -1.307 1.304 -0.248 0.051 -0.947
O 0.161 3.120 -3.356 0.626 -0.107 1.071 -0.961
S -2.031 1.290 -3.213 0.443 -0.265 -0.029 -0.521
C -0.252 0.329 -0.294 -0.614 0.703 -0.916 0.122
N -1.620 0.372 -0.244 0.363 -0.408 0.903 -0.330
C -2.190 -0.452 0.598 -0.306 0.195 -0.201 -0.126
B -3.804 -0.486 0.665 -0.861 -0.283 -0.613 1.160
O -4.395 -1.715 0.511 1.105 0.251 0.864 -0.879
N -4.637 0.698 0.829 0.874 0.602 0.683 -0.732
C -4.465 1.652 -0.279 0.309 -0.634 -0.665 -0.408
C -4.450 1.329 2.155 -0.751 -0.268 -0.257 -0.417
C -1.387 -1.309 1.450 -0.024 -0.725 1.027 0.517
O -2.052 -2.104 2.344 0.110 -0.131 -0.924 -0.703
B -2.059 -3.495 1.983 -0.320 -0.339 0.263 1.333
O -3.268 -4.120 1.864 0.377 0.072 0.838 -0.913
O -0.880 -4.173 1.740 -0.396 1.066 -0.641 -0.921
N -0.087 -1.354 1.477 -0.859 0.951 -0.815 -0.450
C 0.455 -0.510 0.545 1.021 -0.686 0.520 0.118
H 1.619 -1.038 5.134 -0.016 -0.298 -0.164 0.218
H 0.342 -0.884 3.945 0.108 -0.266 0.055 0.294
H 1.583 -2.110 3.652 -0.054 0.135 0.068 0.265
H 2.822 0.576 4.076 -1.277 0.573 -0.549 0.096
H 1.571 0.741 2.815 0.457 0.091 -0.104 0.319
H 3.977 0.073 1.902 -0.095 -0.183 -0.023 0.192
H 3.863 -1.463 2.889 -1.026 -0.896 -1.492 0.082
H 3.605 0.322 -0.460 -0.135 -0.076 0.080 0.225
H 2.205 3.100 -2.206 0.098 -0.146 -0.352 0.261
H 3.620 2.204 -1.680 -0.179 0.013 -0.101 0.206
H 3.674 2.006 -4.032 -0.205 -0.047 0.036 0.242
H 2.009 1.514 -4.208 0.056 -0.031 0.181 0.221
H 3.905 -0.260 -2.567 -0.203 -0.133 -0.121 0.240
H 4.002 -0.203 -4.331 -0.257 -0.283 0.085 0.282
H 0.497 -1.023 -4.972 -0.172 0.151 -0.009 0.538
H -1.125 3.158 -0.383 -0.175 0.252 0.023 0.504
H 0.268 2.535 -4.122 -0.262 0.288 -0.198 0.523
H -4.953 -1.831 1.296 -0.702 -0.241 -0.630 0.514
H -5.377 2.211 -0.508 0.084 -0.006 0.374 0.221
H -3.608 2.328 -0.137 -0.274 0.014 0.063 0.175
H -4.231 1.072 -1.185 -0.086 0.268 0.077 0.219
H -4.720 2.386 2.071 0.240 -0.112 0.160 0.221
H -3.428 1.211 2.559 -0.158 0.236 -0.075 0.157
H -5.166 0.873 2.851 0.304 0.125 0.088 0.211
H -3.672 -4.323 2.717 -0.353 -0.036 -0.258 0.517
H -0.792 -4.225 0.775 0.383 -0.581 0.165 0.512
Pb 4.630 -0.329 4.249 1.802 0.449 1.691 1.635

Record 2
12
Properties=species:S:1:pos:R:3:forces:R:3:nbo_charge:R:1 method="wB97M-V/def2-TZVPD" homo_energy_ev=-9.985 e_tot_ev=-9812.235 e_lumo_ev=0.1 smiles="C=NC(C=O)C=O" multiplicity=1 homo_lumo_gap_ev=10.126 de_lowest_ev=2.0799
C -0.803 1.615 -0.170 -0.107 -0.013 0.141 -0.042
N -0.181 1.094 0.805 -0.135 0.073 -0.320 -0.385
C 0.353 -0.239 0.634 0.035 -0.086 0.100 -0.305
C 1.349 -0.287 -0.525 0.430 -0.235 -0.132 0.448
O 2.364 -0.929 -0.526 -0.455 0.194 0.085 -0.486
C -0.693 -1.324 0.350 -0.364 -0.075 -0.298 0.440
O -1.706 -1.154 -0.278 0.423 0.110 0.310 -0.497
H -1.000 1.134 -1.132 0.086 -0.032 0.142 0.163
H -1.208 2.621 -0.047 0.086 -0.109 0.069 0.181
H 0.906 -0.553 1.525 -0.120 0.120 -0.027 0.232
H 1.053 0.344 -1.383 0.060 0.006 -0.056 0.118
H -0.433 -2.322 0.746 0.061 0.047 -0.015 0.131

Record 3
30
Properties=species:S:1:pos:R:3:forces:R:3:nbo_charge:R:1 method="wB97M-V/def2-TZVPD" homo_energy_ev=-8.730 e_tot_ev=-48784.537 e_lumo_ev=-1.3 multiplicity=1 homo_lumo_gap_ev=7.474 de_lowest_ev=0.0000
C 2.383 -1.060 -0.352 -0.193 0.424 0.219 -0.655
C 2.183 -0.676 -1.797 0.063 -0.644 -0.147 0.196
F 2.842 0.500 -2.104 0.094 0.340 0.061 -0.357
C 0.730 -0.573 -2.225 0.268 0.041 0.580 -0.243
N -0.018 0.294 -1.302 -0.209 0.520 0.303 -0.271
C 0.392 1.503 -0.749 0.174 -0.290 -0.458 -0.065
C -0.582 1.936 0.074 -0.151 0.085 -0.131 0.006
N -1.594 1.007 0.029 1.005 0.815 0.094 -0.439
C -1.218 0.040 -0.798 -1.026 -0.793 0.040 0.093
S -2.305 -1.362 -1.027 -0.834 -0.995 -0.384 2.177
C -1.680 -2.571 0.121 0.628 0.589 0.166 -0.886
O -2.184 -1.834 -2.371 0.725 0.073 -0.098 -0.909
O -3.602 -0.954 -0.587 0.225 0.619 0.537 -0.906
H 3.417 -1.327 -0.174 0.140 -0.133 0.024 0.245
H 1.736 -1.899 -0.108 0.073 -0.266 0.005 0.211
H 2.129 -0.258 0.337 -0.011 0.148 0.002 0.238
H 2.639 -1.459 -2.402 -0.036 -0.003 -0.295 0.185
H 0.621 -0.218 -3.242 0.018 0.158 -0.129 0.247
H 0.307 -1.566 -2.149 -0.192 -0.116 -0.162 0.236
H 1.334 1.966 -0.962 0.166 -0.100 -0.161 0.273
H -0.559 2.806 0.695 -0.316 0.146 0.415 0.317
H -2.443 1.061 0.575 -0.141 -0.232 -0.098 0.479
H -1.049 -2.058 0.846 -0.036 0.106 0.115 0.260
H -1.060 -3.288 -0.402 -0.182 -0.225 -0.151 0.259
H -2.517 -2.995 0.661 -0.212 -0.212 -0.191 0.285
O -0.045 3.098 2.531 0.009 0.190 -0.156 -0.945
Cl 0.022 2.598 3.902 0.005 -0.074 0.150 2.554
O 0.748 1.350 3.886 -0.002 -0.070 -0.055 -0.880
O -1.322 2.378 4.371 -0.022 -0.041 -0.044 -0.866
O 0.695 3.561 4.722 -0.029 -0.062 -0.052 -0.839

Record 4
9
Properties=species:S:1:pos:R:3:forces:R:3:nbo_charge:R:1 method="wB97M-V/def2-TZVPD" homo_energy_ev="-8.006 / -11.548" e_tot_ev=-21022.430 e_lumo_ev="0.8 / -3.5" multiplicity=3 homo_lumo_gap_ev="8.759 / 8.034" de_lowest_ev=0.0296
C 1.201 0.169 0.021 1.658 -1.402 -0.322 0.042
N 0.959 -1.278 0.034 2.346 -0.359 -0.177 -0.125
N -0.016 -1.876 0.082 -1.070 -1.169 0.130 -0.059
O -2.029 0.518 -1.331 0.196 -0.060 -0.269 -0.803
O -2.277 0.701 1.130 0.211 0.118 0.321 -0.796
O 0.088 0.907 0.110 -3.714 1.203 0.350 -0.680
S -1.571 0.199 -0.010 0.792 1.418 -0.120 2.023
H 1.876 0.320 0.877 -0.199 0.209 -0.157 0.203
H 1.767 0.340 -0.913 -0.220 0.043 0.244 0.196